Here is a molecular structure, F8K3N4Na2O16S8 from the OMol25 dataset. Energies are from the ωB97M-V functional and the def2-TZVPD basis.

For the total energy, the calculation gives -7531.5822 Ha. Its net charge is +1. The gap between HOMO and LUMO comes out at 6.6 eV.

XYZ file:
```
41
Properties=species:S:1:pos:R:3:nbo_charge:R:1
Na -0.50607 -0.36951 2.25352 0.962
Na 1.85648 1.55017 0.36946 0.960
K -2.56438 3.77241 -3.39682 0.998
K -5.60727 2.61172 2.22004 0.998
K -3.13155 -2.89422 -1.66138 0.986
N -1.81816 -2.82419 -3.98999 -1.228
S -1.09604 -4.29476 -4.42734 2.427
O -0.32356 -4.84378 -3.37162 -0.893
O -0.83469 -4.54665 -5.78413 -0.839
F -2.49334 -5.07685 -4.15939 -0.539
S -0.68190 -1.89392 -4.53065 2.439
O -0.69684 -1.61308 -5.92577 -0.893
O 0.58388 -1.97244 -3.88489 -0.889
F -1.31814 -0.49080 -3.91923 -0.574
N -0.59299 1.30285 0.58568 -1.176
S -1.67904 2.45364 0.91432 2.453
O -2.93220 2.02617 1.46662 -0.968
O -1.65418 3.59348 0.06526 -0.918
F -0.95370 2.96800 2.18509 -0.459
S -1.52909 0.61985 -0.65027 2.419
O -1.93050 1.39498 -1.76816 -0.899
O -2.27227 -0.53136 -0.21908 -0.954
F -0.29258 -0.14544 -1.24708 -0.470
N 3.76619 0.43584 -0.21636 -1.291
S 5.01752 -0.36636 0.39428 2.470
O 6.26865 0.05952 -0.11422 -0.889
O 4.86376 -1.74017 0.72023 -0.895
F 4.94409 0.31686 1.85055 -0.519
S 3.44641 -0.41701 -1.59109 2.456
O 2.87113 -1.68962 -1.37736 -0.874
O 4.36180 -0.18407 -2.63689 -0.871
F 2.22786 0.58228 -2.02747 -0.558
N -0.46549 0.60537 4.35788 -1.287
S -1.73914 0.97984 5.23843 2.487
O -2.62735 1.92889 4.63487 -0.957
O -1.56001 1.01537 6.64053 -0.870
F -2.46070 -0.44445 5.01153 -0.520
S 0.58753 1.84148 4.61642 2.475
O 1.50934 1.62015 5.65521 -0.853
O 0.06016 3.14407 4.48204 -0.892
F 1.39637 1.51575 3.23728 -0.554
```